1.
# C23H18F12N5O2SSeTi

C23H18F12N5O2SSeTi as an isolated structure in a non-equilibrium geometry (ωB97M-V with the def2-TZVPD basis set, OMol25).

Element x y z (Å)
Ti1 -0.5110 1.5824 -0.7458
C1 4.4207 -3.6793 -0.1686
C2 3.1991 -2.8129 -0.3230
C3 2.0210 -3.1385 0.2551
C4 0.9008 -2.3323 0.1674
C5 0.9435 -1.0414 -0.3431
N1 -0.2190 -0.3045 -0.2112
C6 -1.3406 -0.7727 0.4409
C7 -1.3116 -1.0852 1.7788
C8 -2.3823 -1.7171 2.3923
C9 -3.5126 -2.0839 1.7098
C10 -4.5241 -3.0616 2.2290
C11 -3.6271 -1.5532 0.4194
C12 -2.6069 -0.9400 -0.2292
C13 -2.7891 -0.2268 -1.6159
O1 -2.1022 0.9610 -1.5893
C14 -4.3853 0.1462 -1.7890
F1 -5.1305 -0.9839 -2.0051
F2 -4.5861 0.9897 -2.8654
F3 -4.8774 0.8001 -0.7211
C15 -2.4581 -1.1226 -2.8630
F4 -2.8295 -2.3613 -2.5738
F5 -3.1286 -0.7835 -3.9655
F6 -1.1313 -1.0807 -3.1795
C16 2.1710 -0.6711 -0.9971
C17 3.1940 -1.6019 -1.0447
C18 2.3042 0.6768 -1.7175
O2 1.2228 1.5256 -1.5482
C19 3.5325 1.4030 -1.0462
F7 3.6189 2.7092 -1.3184
F8 4.7165 0.8344 -1.2631
F9 3.2878 1.3121 0.2954
C20 2.5306 0.6274 -3.2784
F10 3.6733 0.0096 -3.5700
F11 1.5066 -0.0086 -3.8877
F12 2.6582 1.8690 -3.7286
H1 5.1271 -3.3965 -0.9197
H2 4.2601 -4.7024 -0.2296
H3 4.9602 -3.4737 0.7992
H4 2.0066 -4.0638 0.8592
H5 0.0146 -2.7169 0.6491
H6 -0.3761 -0.8429 2.3069
H7 -2.2906 -2.0127 3.4358
H8 -4.0410 -3.5973 3.0582
H9 -4.7775 -3.7478 1.4364
H10 -5.4814 -2.6902 2.5844
H11 -4.5308 -1.7794 -0.0873
H12 4.1365 -1.3047 -1.5350
N2 -1.7978 2.1579 1.8922
C21 -0.6969 2.1356 1.2873
H13 -2.6276 1.8313 1.3373
N3 2.5460 4.0299 2.1781
C22 1.1762 3.8913 1.7636
N4 0.3681 4.8424 2.5270
S1 1.2436 4.2832 -0.0187
H14 3.1459 3.8799 1.3855
H15 2.6681 4.9396 2.5676
H16 -0.5584 4.4563 2.6947
H17 0.2770 5.7017 2.0298
N5 1.0955 1.5703 2.6979
C23 0.6044 2.4634 1.9689
H18 1.9132 1.9130 3.1551
Se1 -0.8131 4.1491 -0.9236

Calculated values
Kohn-Sham gap   7.50 eV
Relative energy (zero: lowest compared OMol25 entry of this formula, charge and spin)   0.000 eV
E   -167601.357 eV
Charge   -1

---

2.
# C6H9FS

C6H9FS as an isolated structure in a non-equilibrium geometry (ωB97M-V with the def2-TZVPD basis set, OMol25).

Element x y z (Å)
C1 -1.5959 1.3358 -0.0123
C2 -0.6572 0.2605 0.0141
C3 0.1795 -0.0915 1.2032
C4 1.1272 -1.2033 0.6683
C5 0.6491 -1.2157 -0.7716
C6 0.4198 0.2483 -1.1336
H1 -2.1510 1.3729 1.0458
H2 -2.3881 1.3565 -0.8001
H3 -0.8632 2.3442 -0.0933
H4 -0.3529 -0.3675 2.0934
H5 0.7857 0.8346 1.3746
H6 2.1741 -0.9057 0.5418
H7 1.1046 -2.0747 1.2049
H8 1.2505 -1.9012 -1.4854
H9 0.0352 0.2327 -2.1456
F1 1.4931 1.1284 -0.9808
S1 -1.2105 -1.3544 -0.7235

Calculated values
Kohn-Sham gap   9.79 eV
Relative energy (zero: lowest compared OMol25 entry of this formula, charge and spin)   1.362 eV
E   -19919.189 eV

---

3.
# C10H10Cl5GeOTeW

C10H10Cl5GeOTeW as an isolated structure in a non-equilibrium geometry (ωB97M-V with the def2-TZVPD basis set, OMol25).

Element x y z (Å)
W1 -0.9639 -0.3589 -1.2022
Cl1 4.3254 4.4083 -1.1147
C1 2.8635 3.5378 -0.9748
C2 2.8693 2.1520 -1.1403
Cl2 4.2992 1.2875 -1.4889
C3 1.6663 1.4819 -1.0196
Cl3 1.4993 -0.2296 -1.2731
C4 0.4715 2.1268 -0.7277
O1 -0.6298 1.3557 -0.6565
C5 0.4640 3.5063 -0.5753
Cl4 -1.0165 4.2937 -0.2324
C6 1.6633 4.2099 -0.7031
Cl5 1.6626 5.9044 -0.5191
Te1 -2.8852 -1.4944 -2.4208
C7 0.3505 -1.2574 2.1364
Ge1 -1.0892 -1.7213 0.8531
C8 -1.0363 -3.6707 0.5235
C9 -2.8131 -1.4452 1.7954
C10 -0.6923 -1.7911 -2.4898
H1 0.1044 -1.7179 3.0933
H2 0.4295 -0.1806 2.2899
H3 1.3192 -1.6382 1.8132
H4 -1.0427 -4.2035 1.4745
H5 -0.1521 -3.9690 -0.0391
H6 -1.9219 -3.9673 -0.0404
H7 -2.8008 -2.0869 2.6773
H8 -3.6513 -1.7483 1.1670
H9 -2.9748 -0.4176 2.1206
H10 -0.3179 -2.3666 -3.3264

Calculated values
Kohn-Sham gap (alpha / beta)   7.00 / 6.77 eV
Relative energy (zero: lowest compared OMol25 entry of this formula, charge and spin)   0.479 eV
E   -140817.403 eV
Charge   +1

---

4.
# C5H9NO2

One molecule with the formula C5H9NO2 in a non-equilibrium geometry (ωB97M-V with the def2-TZVPD basis set, OMol25).

Element x y z (Å)
C1 1.3217 1.3152 -1.0401
C2 0.2824 0.5392 -0.4716
C3 0.0293 0.6427 1.0350
C4 -0.6887 -0.1893 -1.1133
C5 -1.5691 -1.4121 -0.8095
H1 0.9082 2.3258 -0.4055
H2 1.1036 1.5795 -2.1427
H3 2.3711 0.8802 -0.8590
H4 -0.9726 0.5503 1.5258
H5 -0.0151 1.6257 1.4271
H6 0.7784 -0.4067 2.2997
H7 -0.1937 -0.2192 -2.0840
H8 -2.4068 -1.7412 -1.3306
H9 0.0238 -1.2771 1.0838
N1 -1.5369 -2.2033 0.1483
O1 1.1581 0.0624 1.5893
O2 -0.5934 -2.0721 1.1473

Calculated values
Kohn-Sham gap   9.78 eV
Relative energy (zero: lowest compared OMol25 entry of this formula, charge and spin)   6.627 eV
E   -10909.949 eV